The following is a quantum chemistry calculation of a structure of composition C4H4IN3 at a distorted geometry, from the OMol25 dataset.

Calculated values
ΔE to the lowest compared entry with this formula, charge and spin: 256.5 kJ/mol
Energy: -16778.969 eV
LUMO (spin up / spin down): -1.2 / -1.2 eV
F_max: 4.643 eV/Å
HOMO energy (spin up / spin down): -8.68 / -8.67 eV

XYZ file:
```
12
Properties=species:S:1:pos:R:3:lowdin_charge:R:1
C -1.058 0.521 1.572 -0.2557
C 0.092 -0.613 -1.388 -0.1309
C -0.280 0.815 -0.803 -0.1347
C -0.019 0.758 0.613 -0.1171
N -1.832 0.556 2.423 0.1577
N 0.463 -1.561 -0.694 -0.1819
N 0.535 -1.380 0.557 -0.5155
I 2.395 -1.930 1.204 0.7344
H -0.097 -0.662 -2.481 0.1231
H 0.318 1.457 -1.422 0.1087
H -1.324 1.039 -0.824 0.1142
H 0.808 1.000 1.243 0.0976
```